Entry from the Open Molecules 2025 dataset: a cluster of 7 separate species, C34H66O21 in total at a distorted geometry (ωB97M-V/def2-TZVPD).

Computed properties:
* frontier orbital gap: 9.39 eV
* E_tot: -2914.944317 Eh
* SMILES: C[C@H]1COC(=O)O1.C[C@H]1COC(=O)O1.C[C@H]1COC(=O)O1.C[C@H]1COC(=O)O1.COCCOCCOC.COCCOCCOC.COCCOCCOC
* maximum force: 0.08835 Eh/bohr

CARTESIAN COORDINATES (ANGSTROEM)
1 C 24.363 -5.286 10.562
2 C 25.064 -6.411 11.336
3 C 26.403 -6.086 11.842
4 O 26.451 -6.641 13.141
5 C 25.179 -6.944 13.540
6 O 24.845 -7.350 14.676
7 O 24.337 -6.702 12.552
8 H 23.282 -5.411 10.498
9 H 24.830 -5.078 9.600
10 H 24.426 -4.346 11.110
11 H 25.105 -7.334 10.757
12 H 26.455 -4.998 11.895
13 H 27.263 -6.377 11.239
14 C 24.030 -8.948 17.765
15 C 25.004 -8.275 18.697
16 C 25.953 -7.311 17.991
17 O 25.788 -6.133 18.731
18 C 24.695 -6.197 19.513
19 O 24.148 -5.263 20.085
20 O 24.191 -7.402 19.495
21 H 23.242 -8.286 17.406
22 H 23.547 -9.847 18.146
23 H 24.490 -9.263 16.828
24 H 25.560 -9.015 19.273
25 H 25.765 -7.205 16.923
26 H 27.016 -7.530 18.089
27 C 27.629 -9.987 12.640
28 C 27.037 -10.823 13.777
29 C 27.881 -11.915 14.363
30 O 27.718 -11.705 15.754
31 C 27.139 -10.533 16.021
32 O 27.001 -10.104 17.152
33 O 26.921 -9.933 14.851
34 H 28.627 -9.704 12.975
35 H 26.968 -9.150 12.417
36 H 27.645 -10.566 11.717
37 H 26.129 -11.216 13.320
38 H 28.937 -11.752 14.151
39 H 27.611 -12.908 14.004
40 C 23.684 -12.429 15.792
41 C 23.812 -13.228 17.104
42 C 25.145 -13.989 17.273
43 O 25.736 -13.483 18.475
44 C 24.861 -12.545 18.993
45 O 25.077 -11.945 20.024
46 O 23.718 -12.495 18.265
47 H 24.413 -11.620 15.818
48 H 22.689 -12.026 15.606
49 H 23.899 -13.034 14.911
50 H 22.974 -13.914 17.224
51 H 25.683 -13.919 16.328
52 H 24.846 -15.030 17.397
53 C 25.725 -3.915 4.971
54 O 25.431 -5.201 5.483
55 C 24.256 -5.192 6.351
56 C 23.904 -6.594 6.884
57 O 24.667 -7.134 7.964
58 C 26.071 -7.123 7.762
59 C 26.830 -8.215 8.448
60 O 26.354 -9.501 8.036
61 C 26.817 -10.676 8.590
62 H 26.408 -4.078 4.137
63 H 26.195 -3.262 5.706
64 H 24.870 -3.487 4.449
65 H 23.398 -4.786 5.815
66 H 24.464 -4.554 7.209
67 H 23.791 -7.253 6.024
68 H 22.925 -6.520 7.358
69 H 26.621 -6.223 8.034
70 H 26.275 -7.283 6.703
71 H 26.623 -8.155 9.517
72 H 27.911 -8.119 8.342
73 H 26.200 -11.498 8.228
74 H 26.783 -10.485 9.662
75 H 27.879 -10.823 8.395
76 C 23.334 -10.200 13.092
77 O 23.883 -11.505 12.893
78 C 23.603 -11.963 11.544
79 C 24.567 -13.055 11.042
80 O 25.948 -12.728 10.990
81 C 26.704 -13.732 10.448
82 C 28.189 -13.656 10.557
83 O 28.498 -13.667 11.940
84 C 29.892 -13.480 12.251
85 H 22.257 -10.237 12.933
86 H 23.689 -9.422 12.416
87 H 23.496 -9.892 14.125
88 H 23.693 -11.154 10.818
89 H 22.559 -12.270 11.484
90 H 24.264 -13.383 10.048
91 H 24.504 -13.839 11.797
92 H 26.376 -13.881 9.419
93 H 26.485 -14.676 10.946
94 H 28.410 -12.665 10.159
95 H 28.703 -14.358 9.900
96 H 30.552 -14.197 11.763
97 H 30.142 -13.652 13.298
98 H 30.189 -12.457 12.019
99 C 34.217 -11.676 18.575
100 O 34.726 -10.401 19.081
101 C 34.651 -9.367 18.114
102 C 33.175 -8.885 17.910
103 O 32.352 -9.850 17.306
104 C 30.979 -9.912 17.678
105 C 30.115 -8.771 17.163
106 O 29.891 -8.813 15.777
107 C 29.307 -7.650 15.257
108 H 34.860 -12.373 19.113
109 H 34.573 -11.739 17.547
110 H 33.143 -11.796 18.721
111 H 35.011 -9.673 17.131
112 H 35.159 -8.473 18.477
113 H 33.137 -7.988 17.292
114 H 32.781 -8.684 18.906
115 H 30.856 -9.965 18.760
116 H 30.555 -10.800 17.209
117 H 30.701 -7.877 17.377
118 H 29.154 -8.672 17.667
119 H 29.521 -7.647 14.188
120 H 29.611 -6.707 15.712
121 H 28.221 -7.566 15.311